1.
The following is a DFT calculation (ωB97M-V with the def2-TZVPD basis set) of a cluster of 2 separate species, C2H3FIN3 in total at a distorted geometry.

Atoms and positions in Å:
C  -0.258  0.655  -0.741
C  -1.330  0.631  0.102
N  0.125  -0.659  -0.891
N  -0.645  -1.443  -0.254
N  -1.583  -0.733  0.365
F  -2.199  1.636  0.447
I  3.871  -0.337  0.079
H  0.207  1.501  -1.148
H  2.440  -0.790  -0.214
H  -2.210  -1.221  1.032

Orbital gap (eV): 10.439
SMILES: Fc1cnn[nH]1.I
Molar mass (g/mol): 214.969
Lowest unoccupied orbital energy (eV): 0.653
Energy above the lowest of the compared OMol25 structures with the same formula, charge and spin (eV): 0.0486



2.
The following is a DFT calculation (ωB97M-V with the def2-TZVPD basis set) of a structure of composition C2H5O3S at a distorted geometry.

Atoms and positions in Å:
C  -1.296  0.731  0.135
C  -0.388  -0.294  -0.415
O  2.191  -1.308  0.089
O  -0.477  -1.504  0.313
O  2.626  1.193  0.337
S  1.993  0.070  -0.476
H  -0.885  1.823  0.187
H  -2.198  0.916  -0.363
H  -1.625  0.493  1.244
H  -0.468  -0.534  -1.433
H  0.526  -1.585  0.381

Orbital gap (eV): 6.917
Molar mass (g/mol): 109.126
Total charge: -1
Lowest unoccupied orbital energy (eV): 4.135
Energy above the lowest of the compared OMol25 structures with the same formula, charge and spin (eV): 1.4663



3.
The following is a DFT calculation (ωB97M-V with the def2-TZVPD basis set) of the molecule C3H5OP at a distorted geometry.

Atoms and positions in Å:
C  -0.331  -0.089  1.247
C  0.962  -0.167  0.542
C  0.871  0.039  -1.003
O  2.059  -0.395  1.088
P  -0.353  -0.161  2.959
H  -1.165  -0.043  0.543
H  1.443  0.898  -1.392
H  -0.086  0.181  -1.611
H  1.371  -0.773  -1.340
H  -1.869  -0.246  3.191

Orbital gap (eV): 8.791
SMILES: [H]/P=C/C(C)=O
Molar mass (g/mol): 88.046
Lowest unoccupied orbital energy (eV): -1.171
Energy above the lowest of the compared OMol25 structures with the same formula, charge and spin (eV): 0.8788



4.
The following is a DFT calculation (ωB97M-V with the def2-TZVPD basis set) of a structure of composition C35H33ClN4S2Si2Zn at a distorted geometry.

Atoms and positions in Å:
C  -1.310  -0.391  1.282
C  -1.720  0.188  0.061
C  -1.191  -0.605  -1.017
H  -2.405  1.029  -0.046
C  -0.492  -1.719  -0.415
C  -0.558  -1.562  0.994
H  -0.172  -2.263  1.735
H  -1.583  -0.043  2.279
H  -1.478  -0.540  -2.071
H  -0.118  -2.589  -0.958
Zn  0.934  0.199  -1.089
Si  1.311  0.430  -4.366
C  0.225  2.002  -4.345
C  0.747  3.241  -4.736
H  1.815  3.336  -4.954
C  -0.110  4.327  -4.937
H  0.287  5.265  -5.332
C  -1.473  4.209  -4.649
H  -2.143  5.056  -4.808
C  -1.980  3.003  -4.160
H  -3.042  2.900  -3.916
C  -1.134  1.901  -4.009
H  -1.546  0.950  -3.655
C  0.260  -1.194  -4.466
C  -0.989  -1.244  -5.103
H  -1.444  -0.336  -5.518
C  -1.641  -2.472  -5.258
H  -2.586  -2.511  -5.809
C  -1.090  -3.634  -4.716
H  -1.595  -4.593  -4.849
C  0.116  -3.571  -4.008
H  0.546  -4.476  -3.570
C  0.794  -2.356  -3.889
H  1.768  -2.310  -3.386
H  0.839  0.332  -2.812
Si  1.694  0.263  -6.563
C  1.507  -1.331  -7.489
C  0.748  -1.361  -8.672
H  0.482  -0.423  -9.168
C  0.295  -2.579  -9.185
H  -0.343  -2.582  -10.068
C  0.646  -3.780  -8.564
H  0.266  -4.729  -8.947
C  1.494  -3.759  -7.452
H  1.776  -4.694  -6.967
C  1.967  -2.547  -6.948
H  2.649  -2.539  -6.096
C  0.911  1.614  -7.573
C  -0.489  1.697  -7.610
H  -1.099  0.927  -7.129
C  -1.107  2.784  -8.231
H  -2.194  2.868  -8.192
C  -0.337  3.742  -8.895
H  -0.830  4.571  -9.407
C  1.057  3.633  -8.906
H  1.658  4.376  -9.435
C  1.688  2.579  -8.235
H  2.779  2.496  -8.213
H  3.118  0.621  -6.156
Cl  3.252  0.443  -3.503
N  -0.884  3.144  -0.599
C  0.019  2.789  0.325
N  0.873  1.782  0.215
C  1.587  1.578  1.405
C  1.262  2.473  2.408
S  0.050  3.584  1.902
C  2.322  0.357  1.473
C  2.921  -0.250  2.565
S  3.340  -1.886  2.231
C  2.677  -1.691  0.607
N  2.217  -0.477  0.351
N  2.619  -2.742  -0.223
H  -1.472  3.943  -0.392
H  -0.888  2.733  -1.529
H  1.693  2.437  3.403
H  3.060  0.247  3.517
H  3.000  -3.617  0.110
H  2.246  -2.662  -1.162

Orbital gap (eV): 6.738
Molar mass (g/mol): 730.826
Lowest unoccupied orbital energy (eV): -0.056
Energy above the lowest of the compared OMol25 structures with the same formula, charge and spin (eV): 0.0000



5.
The following is a DFT calculation (ωB97M-V with the def2-TZVPD basis set) of a structure of composition C13H16Br2F15O7P2S2 at a distorted geometry.

Atoms and positions in Å:
C  -0.101  -0.854  -2.628
C  0.829  -0.788  -1.721
C  1.991  -0.300  -0.686
C  2.508  1.133  -1.206
Br  3.320  2.292  0.207
C  3.625  1.034  -2.405
C  3.022  0.550  -3.815
Br  4.215  2.951  -2.718
O  3.204  -1.090  -0.613
S  3.802  -1.186  0.996
O  4.158  -2.609  1.316
O  5.057  -0.362  1.190
O  2.373  -0.539  1.676
C  1.230  -0.445  0.734
C  0.415  0.793  1.359
C  -1.150  0.549  1.622
C  -2.038  0.994  0.311
C  -3.159  -0.086  -0.100
C  -4.633  0.513  -0.335
F  -4.834  1.475  0.752
F  -5.649  -0.499  -0.093
C  -4.839  1.348  -1.687
F  -5.938  2.270  -1.437
F  -3.716  2.202  -2.006
S  -5.281  0.394  -3.223
F  -4.581  -1.036  -2.713
F  -6.814  -0.011  -2.694
F  -5.864  1.850  -3.897
F  -3.770  0.799  -3.914
F  -5.643  -0.366  -4.677
P  0.516  -2.227  0.934
O  1.404  -3.312  0.310
O  0.325  -2.435  2.648
O  -1.055  -2.403  0.275
H  -0.907  -0.710  -3.447
H  1.599  1.680  -1.686
H  4.580  0.483  -2.094
H  2.672  -0.561  -3.784
H  3.912  0.555  -4.567
H  2.214  1.230  -4.259
H  0.493  1.664  0.591
H  0.899  1.075  2.377
H  -1.465  1.308  2.451
H  -1.436  -0.483  2.027
H  -1.266  1.054  -0.561
H  -2.414  2.064  0.470
H  -2.742  -0.678  -1.004
H  -3.234  -0.865  0.761
H  -0.640  -2.315  2.873
H  -1.426  -3.262  0.586
F  4.561  -0.026  6.685
P  3.748  -0.404  5.358
F  2.531  0.313  4.598
F  3.231  -1.781  4.723
F  4.373  0.915  4.701
F  2.725  -0.675  6.561
F  5.066  -1.175  4.877

Orbital gap (eV): 6.526
Molar mass (g/mol): 855.124
Total charge: -1
Lowest unoccupied orbital energy (eV): -0.601



6.
The following is a DFT calculation (ωB97M-V with the def2-TZVPD basis set) of the molecule C9H10N2O3S at a distorted geometry.

Atoms and positions in Å:
C  -3.377  1.468  0.169
C  -3.826  0.173  0.268
C  -2.031  1.781  0.027
C  -2.861  -0.869  0.298
C  -1.097  0.727  -0.170
C  -1.593  -0.565  -0.084
C  0.346  1.020  -0.251
C  3.124  -0.714  1.227
C  2.889  0.170  -1.183
N  1.112  0.104  0.369
N  2.376  -0.066  0.111
O  0.777  2.124  -0.585
O  -0.715  -2.984  0.804
O  0.060  -2.180  -1.435
S  -0.329  -1.890  -0.061
H  -4.046  2.350  0.112
H  -4.780  -0.089  0.351
H  -1.653  2.848  0.000
H  -3.209  -1.872  0.537
H  3.445  0.091  1.868
H  2.462  -1.428  1.665
H  3.963  -1.199  0.735
H  2.805  -0.557  -1.956
H  2.212  1.010  -1.625
H  3.948  0.544  -1.190

Orbital gap (alpha / beta) (eV): 7.373 / 7.451
Molar mass (g/mol): 226.257
Lowest unoccupied orbital energy (alpha / beta) (eV): -0.963 / -0.878
Energy above the lowest of the compared OMol25 structures with the same formula, charge and spin (eV): 3.4714



Calculated values (Ha) of electronic energy for the records, taken in order: -639.775565, -703.095241, -533.826122, -5187.434632, -9156.615987, -1082.232461.